# 1
Computed, not measured: a 14-piece molecular cluster, H28O14 overall in a non-equilibrium geometry, with ωB97M-V/def2-TZVPD.

Geometry as XYZ:
```
42
Properties=species:S:1:pos:R:3:forces:R:3:nbo_charge:R:1
O 2.1548 2.4819 -0.7263 -1.378 -2.531 0.369 -0.9411
H 1.8848 2.6159 -1.6143 -0.416 -0.496 -1.786 0.5044
H 2.5078 3.2859 -0.5173 1.808 3.380 1.390 0.4825
O 2.5308 -0.1361 -0.3033 1.111 1.938 -0.066 -1.0284
H 3.4188 -0.3171 -0.6833 -0.846 -0.077 0.345 0.4960
H 2.5248 0.8789 -0.2323 -0.056 -1.617 -0.235 0.5196
O 2.5148 0.7469 -3.0723 -0.235 -0.131 0.422 -0.9538
H 2.2978 0.0309 -2.4683 -0.914 0.115 0.646 0.4820
H 3.1818 0.2599 -3.5303 0.982 0.064 -1.261 0.4683
O -0.6142 -1.2801 -2.8013 0.021 -0.751 -0.941 -0.9726
H -0.6492 -0.6731 -3.5443 0.027 0.161 0.233 0.4590
H -0.5822 -0.8011 -1.9723 -0.049 0.463 0.215 0.4866
O 0.0348 3.5879 0.9577 0.184 0.840 0.665 -0.9960
H -0.7522 3.1889 1.3787 0.522 -0.071 -1.448 0.4949
H 0.5258 3.1179 0.2547 -1.111 -0.472 0.614 0.5019
O -2.7632 -0.1241 2.0117 2.416 0.000 1.404 -0.9379
H -2.0052 -0.3691 2.6347 -1.700 0.487 -1.207 0.4877
H -3.5552 -0.0981 2.5397 -0.450 0.077 0.421 0.4908
O 1.6538 -1.6141 2.0077 -2.794 -1.331 0.687 -0.9635
H 2.3808 -2.0541 2.3707 1.796 -0.594 0.822 0.4730
H 1.8378 -0.7451 1.7657 0.957 2.278 -0.677 0.4940
O -0.2902 -0.2491 -0.3923 0.960 -1.823 -1.702 -0.9693
H 0.6588 -0.0911 -0.3603 0.283 -0.186 0.016 0.5010
H -0.6602 0.3749 0.1597 -1.355 2.115 1.983 0.4886
O 0.2948 -3.0181 0.1097 0.254 -1.266 0.120 -0.9715
H 0.7868 -3.1301 0.9437 -0.567 0.523 -0.745 0.4774
H -0.1042 -2.1511 0.0927 -0.145 0.433 0.298 0.4825
O 0.6208 1.1349 1.8877 0.495 -2.500 -0.620 -0.9637
H 0.4668 2.0229 2.0597 -0.070 3.032 0.134 0.4820
H 0.4118 0.7239 2.7127 -0.062 -0.828 0.807 0.4704
O -3.1972 -1.9931 0.3257 -0.576 0.657 -2.110 -0.9782
H -2.9452 -1.3181 0.9397 0.239 0.747 0.739 0.4789
H -3.1482 -2.7931 0.7867 0.224 -1.965 0.760 0.4735
O -3.3662 0.0369 -1.6253 -0.683 -1.113 1.548 -0.9946
H -3.0282 -0.7891 -1.1553 -0.115 1.289 -1.288 0.5224
H -2.7252 0.5119 -2.1403 0.775 -0.383 -0.160 0.4767
O -3.6532 2.2489 0.1417 0.399 0.841 0.426 -0.9953
H -4.5462 2.3989 0.4837 0.416 -0.702 -0.381 0.4719
H -3.4752 1.3359 -0.1383 -0.874 0.018 -0.163 0.5056
O 3.1428 -2.7531 0.0107 2.556 -1.120 0.410 -0.9313
H 2.4748 -2.1101 0.0367 -2.064 1.009 -0.231 0.4887
H 3.7558 -2.3761 0.6657 0.035 -0.509 -0.450 0.4370
```
Forces are in eV/Å.

The calculation puts the energy above the lowest of the compared OMol25 structures with the same formula, charge and spin at 2.686 eV. Its multiplicity is 1. Its net charge is 0. For the highest occupied orbital energy, the calculation gives -10.0 eV.



# 2
Computed, not measured: H28O14 as an isolated structure in a non-equilibrium geometry, with ωB97M-V/def2-TZVPD.

Geometry as XYZ:
```
42
Properties=species:S:1:pos:R:3:forces:R:3:nbo_charge:R:1
O 0.0644 1.8790 1.2819 6.162 0.783 7.667 -0.8774
H 0.5198 2.1904 2.0641 -0.091 0.766 0.324 0.4596
H -0.1528 0.9675 1.4775 1.316 1.667 1.324 0.4462
O -0.8675 2.6179 -0.3819 -6.461 3.799 -2.515 -1.0608
H -0.4617 2.2586 -1.1709 0.089 1.424 -0.716 0.4467
H -0.4777 2.1198 0.3365 -1.492 2.072 -2.299 0.4183
O -2.2139 -1.3166 0.3307 -2.315 -4.853 4.325 -1.0360
H -2.2526 -0.5600 -0.2543 -0.946 -1.731 1.454 0.4396
H -1.6798 -1.9566 -0.1397 -2.438 0.062 1.229 0.4212
O 2.2168 -1.7064 -0.1495 4.193 0.976 -3.456 -1.0039
H 2.7813 -1.4402 0.5762 0.364 0.036 -0.296 0.4755
H 1.4030 -1.9863 0.2696 2.930 -0.437 -0.461 0.4183
O -0.9687 -0.4619 -2.6040 4.570 -5.150 -10.504 -0.8299
H -1.3955 -1.1865 -3.0613 -0.608 -0.299 -0.771 0.5053
H -0.3068 -0.1465 -3.2193 1.019 1.019 -0.079 0.5637
O 0.4987 -2.2789 0.8882 -3.149 -3.617 8.029 -0.9291
H 0.0242 -2.1668 0.0645 -0.715 0.002 -0.453 0.4598
H 0.1429 -3.0849 1.2624 0.104 -0.568 0.212 0.4982
O -0.6311 -2.3026 -0.9051 -0.170 -2.645 -6.245 -0.8647
H -0.3776 -2.9913 -1.5196 0.499 -0.658 -0.187 0.5151
H -0.7765 -1.5324 -1.4546 0.615 0.220 -0.420 0.5020
O 2.2043 1.8827 -0.0629 6.319 1.033 4.666 -0.8940
H 1.9880 1.0302 0.3149 0.425 -0.382 -0.510 0.4894
H 2.2783 2.4675 0.6913 0.218 0.407 0.073 0.4518
O 0.8099 1.9044 -1.4732 1.468 5.849 -12.328 -1.0718
H 0.5763 1.1488 -0.9341 2.463 5.000 -1.857 0.4024
H 1.6030 2.2535 -1.0664 -0.684 1.139 -1.739 0.4752
O -1.8879 0.9096 1.1342 -3.346 0.263 2.118 -0.9151
H -1.0182 0.5512 0.9567 -3.700 -0.745 -1.166 0.4276
H -2.2591 1.0784 0.2682 0.423 1.546 2.463 0.4464
O 0.2989 0.2961 -0.5875 0.484 -14.820 6.999 -0.9043
H -0.6003 -0.0104 -0.7051 0.987 0.804 1.300 0.4472
H 0.6781 -0.3106 0.0484 1.090 0.053 -0.583 0.5019
O -1.7043 0.2291 -0.9449 -8.387 6.235 -1.654 -0.9004
H -1.5126 -0.0521 -1.8395 -2.386 2.374 0.555 0.4500
H -2.5301 0.7079 -1.0156 -0.163 0.956 -0.645 0.5195
O 2.2429 0.0344 1.5638 2.933 0.417 1.192 -0.9568
H 2.1770 0.9402 1.8661 0.366 0.007 0.666 0.4569
H 1.3458 -0.2972 1.6022 0.261 -0.287 -0.248 0.4556
O 0.0012 -0.2872 1.8937 -0.940 -2.164 3.918 -0.9010
H -0.2097 -1.2201 1.8566 -0.827 -0.784 -0.400 0.5448
H 0.4296 -0.1715 2.7418 -0.480 0.230 1.017 0.5068
```
Forces are in eV/Å.

The calculation puts the energy above the lowest of the compared OMol25 structures with the same formula, charge and spin at 29.446 eV. Its multiplicity is 1. Its net charge is 0. For the highest occupied orbital energy, the calculation gives -6.4 eV.



# 3
Computed, not measured: H29O14 as an isolated structure in a non-equilibrium geometry, with ωB97M-V/def2-TZVPD.

Geometry as XYZ:
```
43
Properties=species:S:1:pos:R:3:forces:R:3:nbo_charge:R:1
O 1.8294 -3.0295 -0.9188 0.096 0.716 0.464 -0.9739
H 2.3998 -0.0673 1.1224 0.859 -0.865 -0.135 0.5407
O -2.4657 2.5956 1.4299 -0.691 -0.656 0.789 -0.9255
H -2.9908 1.9318 0.9838 0.090 -0.334 -1.500 0.4690
H -2.9481 2.4317 2.2550 0.531 0.971 0.539 0.4582
O 4.1332 0.4627 1.3823 -0.004 0.302 -0.507 -0.9647
H 4.0429 -2.2728 2.0584 -0.664 0.179 0.922 0.4781
H 4.6839 0.2346 2.1210 0.231 -0.230 0.839 0.4888
O -0.3276 0.1612 0.9959 0.568 0.422 -1.347 -0.9007
H -0.8471 0.4747 0.2064 -0.494 0.006 0.631 0.5375
H -0.2778 0.8291 1.7095 -0.400 0.137 0.161 0.5477
O 3.2296 0.8608 -2.5237 0.121 0.138 -0.265 -0.9519
H 3.5590 1.7665 -2.5396 -0.245 0.185 0.327 0.4793
H 3.6170 0.5257 -3.3382 0.001 -0.391 -0.038 0.4734
O -2.0576 0.0496 -0.8577 -0.374 1.001 -1.843 -1.0178
H -1.4490 0.0366 -1.6141 0.757 -0.914 0.165 0.4915
H -2.7197 0.5567 -1.4367 0.007 -0.246 1.421 0.5299
O -0.8886 0.7309 3.4878 -0.673 -0.002 -0.097 -0.9392
H -1.7245 1.1736 3.6810 0.384 0.584 0.345 0.4724
H -1.2771 -0.0740 3.1286 0.313 -0.799 -0.019 0.4894
O -4.8008 -0.1481 -1.0222 0.133 -0.750 0.233 -0.9424
H -4.1590 -0.8717 -1.0499 0.255 0.260 -0.353 0.4688
H -5.3522 -0.4964 -0.3216 -0.728 0.312 0.269 0.4749
O -2.5018 -1.7766 1.8841 -0.280 -0.283 -0.767 -0.9505
H -3.1131 -2.4914 1.6598 -0.101 -0.071 0.713 0.4737
H 1.2608 -2.3850 -1.3567 -0.195 -0.456 -0.492 0.4831
O 1.7675 -0.8175 1.0620 -0.169 0.912 -0.320 -0.8925
H 2.0626 -1.5441 0.4918 0.546 -0.255 -0.133 0.5504
H 0.7622 -0.2117 0.6953 -0.731 -0.712 1.327 0.5102
O 3.9566 -3.1955 1.8619 0.977 -0.908 -1.617 -0.9708
H 4.7579 0.9042 0.7960 -0.246 0.034 -0.298 0.4969
H -0.1438 -1.4148 -3.7672 -0.455 -0.450 -1.007 0.4871
O 0.0655 -1.2444 -2.8627 0.571 0.680 1.006 -0.9670
H -2.1921 -1.5882 0.9889 0.425 0.528 0.085 0.4775
H 0.7856 -0.6013 -2.9404 0.043 0.012 0.160 0.4869
O 1.7085 3.7903 0.0414 0.971 -0.837 -0.428 -0.9561
H 2.1951 3.9869 0.8449 -0.271 0.232 0.104 0.4777
H 0.8513 4.1843 0.0850 -0.718 0.533 0.349 0.4791
O -3.3239 1.2471 -2.8154 -0.194 0.237 -0.844 -0.9548
H -3.1314 2.0603 -3.2882 0.294 0.278 0.142 0.4940
H -4.0527 0.8815 -3.3316 -0.129 -0.258 0.390 0.5018
H 1.6985 -3.8782 -1.3457 -0.078 -0.005 -0.059 0.4959
H 3.3775 -3.7678 2.3572 -0.332 0.760 0.690 0.4939
```
Forces are in eV/Å.

The calculation puts the energy above the lowest of the compared OMol25 structures with the same formula, charge and spin at 2.966 eV. Its multiplicity is 1. Its net charge is +1. For the highest occupied orbital energy, the calculation gives -13.6 eV.



# 4
Computed, not measured: H29O14 as an isolated structure in a non-equilibrium geometry, with ωB97M-V/def2-TZVPD.

Geometry as XYZ:
```
43
Properties=species:S:1:pos:R:3:forces:R:3:nbo_charge:R:1
O 2.3875 -0.3158 -2.7584 3.657 -0.631 1.731 -1.0066
H 3.1649 -0.9653 -2.8886 -2.377 1.595 -0.102 0.4869
O -3.1671 -1.3161 -2.5451 5.060 8.202 3.788 -0.9195
H -3.6661 -0.5220 -2.7533 -0.063 -0.263 -0.096 0.4670
H -3.5641 -1.9839 -2.8556 -4.962 -7.993 -3.738 0.4533
O -0.8064 -0.1720 -0.0990 2.112 4.600 -0.309 -0.9036
H 0.4133 0.0955 -0.0044 -0.255 -0.895 0.137 0.5062
H -1.1423 -0.0098 0.8127 -0.271 -0.967 0.509 0.5468
O 0.3338 3.7622 -0.9598 1.069 3.773 -1.675 -0.9755
H 0.2952 4.8307 -1.2178 0.153 -4.373 0.990 0.5068
H 1.1562 3.4548 -1.4173 -0.803 0.598 0.551 0.4814
O -2.5337 2.8961 3.4638 -1.896 -0.379 -2.515 -0.9242
H -2.7394 2.4833 2.5535 0.175 0.922 2.346 0.4687
H -1.6856 2.5260 3.5963 1.412 -0.540 0.559 0.4549
O -1.8584 2.2799 -1.1294 2.332 0.174 0.143 -0.9919
H -2.6538 2.1402 -1.6270 -0.016 -0.135 -0.987 0.4958
H -0.9949 2.4436 -1.6495 -2.600 0.181 0.638 0.5188
O 3.3279 -2.2141 0.2836 2.475 -1.565 -1.864 -0.9635
H 3.9165 -2.0489 1.0287 -0.261 0.252 0.364 0.4826
H 4.0052 -2.7184 -0.3271 -2.307 1.308 1.479 0.4891
O -1.9387 -0.2582 2.5098 0.535 0.389 -1.248 -0.9609
H -1.5030 -0.3580 3.3401 0.338 -0.337 0.945 0.4925
H -2.8283 -0.5558 2.6001 -0.926 -0.404 0.295 0.4903
O 0.2708 -2.7301 3.9689 -0.007 -0.683 -1.901 -0.9324
H 1.0144 -3.0606 3.4323 -0.669 0.002 -0.023 0.4671
H 0.7366 -2.4239 4.7118 0.657 0.740 1.931 0.4659
O 4.2544 1.0836 -0.2488 -2.490 5.398 0.913 -0.9382
H 4.8359 1.8857 -0.2715 -1.003 -0.832 0.068 0.4846
H 4.8295 0.4381 -0.4099 3.572 -4.500 -1.076 0.4609
O 1.7055 0.1601 0.1293 -0.179 -0.897 -2.200 -0.9025
H -0.8347 0.9223 -0.2742 -1.268 -2.910 -0.201 0.5469
H 1.8313 -0.8240 -0.0326 0.494 1.080 0.496 0.5357
O -0.9636 1.9910 1.3369 -3.229 0.896 -2.216 -0.9686
H -0.2194 2.2125 1.8074 2.790 1.135 1.742 0.4779
H -1.4230 2.8428 1.0637 1.204 -1.476 0.247 0.5169
O -2.3454 -4.2013 -0.0007 -5.260 1.003 0.226 -0.9234
H -3.1840 -4.0181 0.6204 2.579 -0.622 -2.402 0.4663
H -1.7118 -4.2733 0.6481 2.693 -0.384 2.176 0.4574
O 0.0014 -0.8847 -3.6493 1.717 1.680 1.426 -0.9454
H -0.0213 -1.1830 -2.7379 -0.172 0.069 0.412 0.4797
H -0.5873 -1.4577 -4.0450 -2.090 -1.793 -1.746 0.4887
H 1.6607 -0.4873 -3.3266 -0.922 -0.778 -1.455 0.5044
H 2.2313 0.5339 -0.6788 -0.995 -0.641 1.641 0.5626
```
Forces are in eV/Å.

The calculation puts the energy above the lowest of the compared OMol25 structures with the same formula, charge and spin at 5.745 eV. Its multiplicity is 1. Its net charge is +1. For the highest occupied orbital energy, the calculation gives -13.4 eV.



# 5
Computed, not measured: a 15-piece molecular cluster, H29O15 overall in a non-equilibrium geometry, with ωB97M-V/def2-TZVPD.

Geometry as XYZ:
```
44
Properties=species:S:1:pos:R:3:forces:R:3:nbo_charge:R:1
O 4.1706 1.3207 1.2495 1.503 3.035 -2.178 -0.9438
H 3.4870 0.7354 1.3550 -2.686 -2.562 0.571 0.4777
H 2.1995 -0.5953 -1.3091 -1.263 -1.073 -1.965 0.4849
O -1.0023 3.1852 -4.3098 -6.771 7.538 -7.662 -0.9327
H -1.5734 3.7753 -3.7849 0.956 -0.723 -0.260 0.4772
H -0.5625 2.6845 -3.8252 5.899 -7.151 7.032 0.4497
O 2.1226 -1.1185 -2.1546 6.302 1.011 2.463 -0.9585
H 1.3170 -1.2892 -2.4829 -4.748 -0.122 -0.813 0.4714
H 0.1721 -0.7454 0.0002 -0.271 -0.144 -0.673 0.5245
O -0.8450 -3.0175 2.4023 -2.382 4.355 -3.573 -1.0592
H -0.2397 -3.6594 2.3789 3.623 -4.539 1.105 0.4376
H -0.3898 -2.7851 1.3207 -0.687 0.546 2.309 0.4933
O 2.6426 -0.9891 1.3327 -1.044 -3.327 4.487 -1.0294
H 1.7581 -1.6852 1.4737 2.635 1.912 -1.567 0.5328
H 2.3725 -0.5681 0.5823 -1.141 1.387 -3.236 0.4315
O -2.3019 1.4749 0.3462 -2.260 0.846 -0.211 -0.9862
H -2.5819 0.7138 0.8747 0.813 0.379 -0.223 0.4855
H -1.3697 1.5957 0.2733 1.038 -1.027 0.479 0.4935
O 1.5247 -4.6523 -1.0244 0.242 -0.114 -0.548 -0.9657
H 1.7416 -4.4820 -1.9759 0.274 0.032 1.626 0.4920
H 2.2680 -4.4463 -0.4190 -0.289 -0.090 -1.165 0.4896
O -0.3138 0.4684 -2.6880 1.622 4.059 -2.528 -0.9671
H -0.5849 0.7820 -1.8579 -0.408 -0.095 1.865 0.4847
H 4.7144 1.1738 1.9789 1.409 -0.343 1.763 0.4556
O -1.3979 -2.0091 -1.3888 1.536 -1.815 -1.667 -0.9767
H -0.7836 -2.5609 -0.8519 -0.201 0.633 -0.324 0.4984
H -1.9201 -1.6026 -0.7506 -1.534 1.259 1.664 0.4647
O -4.2696 -0.0547 2.8434 3.410 0.556 1.694 -0.9423
H -4.4116 0.5920 3.5865 -0.052 -0.841 -1.141 0.4662
O -1.0680 4.0776 -1.8641 4.686 1.714 0.275 -0.9534
H -1.6867 3.4481 -1.6506 -2.310 -2.650 1.002 0.4781
H -0.1482 3.6329 -1.7650 -2.432 0.972 -0.421 0.4869
O -0.0460 -0.1363 2.8079 -5.142 7.156 -0.794 -0.9486
H 0.7181 -0.3771 3.0933 7.201 -3.122 2.497 0.4654
H -0.5841 -0.7510 2.4576 -2.020 -4.074 -1.527 0.4838
O 0.0601 0.2365 -0.1457 -0.894 -1.228 -1.042 -1.0298
H 0.6531 0.4996 0.5014 1.617 1.522 2.326 0.4680
H -0.5602 -0.3895 -2.7811 -1.517 -3.838 0.039 0.4743
O 0.7217 -2.3005 0.3899 -1.390 -0.391 0.997 -1.2235
H 1.0461 -3.0198 -0.1580 0.054 0.079 -0.136 0.4783
H -3.2363 -0.2145 2.9818 -3.244 0.228 -0.522 0.4768
O -0.3091 4.5068 1.2003 1.510 0.727 -0.816 -0.9437
H -0.4178 4.4395 0.2448 0.032 0.249 -0.127 0.4724
H -1.0859 4.1065 1.5121 -1.677 -0.930 0.924 0.4658
```
Forces are in eV/Å.

The calculation puts the energy above the lowest of the compared OMol25 structures with the same formula, charge and spin at 4.639 eV. Its multiplicity is 1. Its net charge is -1. For the highest occupied orbital energy, the calculation gives -6.9 eV.